(1)
{
  "formula": "C6H16N2",
  "method": "wB97M-V/def2-TZVPD",
  "elements": ["C", "C", "C", "N", "N", "H", "H", "H", "H", "H", "H", "H", "H", "H", "H", "C", "C", "C", "H", "H", "H", "H", "H", "H"],
  "xyz": [[1.63, 0.00, -0.35], [2.06, -0.04, -1.81], [1.37, -1.39, 0.21], [2.67, 0.64, 0.43], [0.32, 0.76, -0.28], [2.45, 0.68, 1.42], [-0.78, 0.28, -0.51], [0.39, 1.70, -0.66], [2.91, 1.57, 0.10], [2.25, 0.96, -2.20], [2.98, -0.62, -1.90], [1.29, -0.51, -2.42], [1.04, -1.34, 1.25], [0.59, -1.89, -0.36], [2.29, -1.98, 0.15], [-3.35, 0.98, 0.49], [-2.17, 0.04, 0.45], [-2.26, -1.13, 1.09], [-0.11, 0.83, 0.68], [-4.32, 0.49, 0.68], [-3.22, 1.75, 1.26], [-3.45, 1.51, -0.46], [-3.14, -1.44, 1.66], [-1.45, -1.86, 1.09]],
  "nbo_charge": [0.27, -0.62, -0.63, -0.84, -0.85, 0.37, 0.40, 0.39, 0.36, 0.21, 0.23, 0.22, 0.22, 0.23, 0.23, -0.67, -0.37, -0.51, 0.45, 0.19, 0.20, 0.20, 0.16, 0.16],
  "charge": 0,
  "homo_ev": -7.019,
  "orbital_gap_ev": 7.637
}

---

(2)
{
  "formula": "C6H16N2",
  "method": "wB97M-V/def2-TZVPD",
  "elements": ["C", "C", "C", "C", "C", "N", "C", "N", "H", "H", "H", "H", "H", "H", "H", "H", "H", "H", "H", "H", "H", "H", "H", "H"],
  "xyz": [[-0.47, -1.75, 2.21], [-0.50, -1.67, 0.70], [0.76, -0.91, 0.14], [0.60, 0.62, 0.30], [-0.50, 1.21, -0.57], [-0.25, 2.65, -0.91], [0.70, 2.75, -2.07], [-0.75, -2.93, 0.03], [-0.26, -0.81, 2.72], [0.43, -2.33, 2.47], [-1.40, -2.22, 2.53], [-1.30, -1.02, 0.34], [1.61, -1.20, 0.76], [0.82, -1.08, -0.93], [0.49, 0.97, 1.33], [1.59, 1.03, 0.04], [-0.60, 0.69, -1.52], [-1.51, 1.23, -0.15], [0.12, 3.12, -0.09], [1.30, 3.66, -2.02], [1.34, 1.87, -2.10], [0.03, 2.71, -2.92], [-1.04, -3.72, 0.57], [-1.22, -2.87, -0.87]],
  "nbo_charge": [-0.62, -0.04, -0.39, -0.43, -0.24, -0.63, -0.42, -0.87, 0.22, 0.21, 0.21, 0.16, 0.20, 0.20, 0.20, 0.21, 0.18, 0.20, 0.34, 0.20, 0.17, 0.19, 0.37, 0.37],
  "charge": 0,
  "homo_ev": -8.602,
  "orbital_gap_ev": 9.715,
  "smiles": "CNCCC[C@H](C)N"
}

---

(3)
{
  "formula": "C6H16N2",
  "method": "wB97M-V/def2-TZVPD",
  "elements": ["C", "N", "C", "C", "C", "N", "C", "C", "H", "H", "H", "H", "H", "H", "H", "H", "H", "H", "H", "H", "H", "H", "H", "H"],
  "xyz": [[0.54, -0.08, -1.37], [1.28, 0.96, -0.67], [2.66, 1.05, -1.12], [0.62, 2.27, -0.62], [-0.74, -0.41, -0.63], [-0.43, -1.02, 0.64], [-1.50, -0.92, 1.64], [-2.03, -2.29, 2.02], [1.23, -0.92, -1.36], [0.30, 0.26, -2.40], [2.75, 1.05, -2.22], [3.22, 0.18, -0.78], [3.12, 2.00, -0.86], [0.07, 2.45, -1.55], [1.36, 3.04, -0.44], [-0.10, 2.27, 0.20], [-1.35, 0.49, -0.58], [-1.35, -1.13, -1.19], [0.43, -0.64, 1.01], [-2.33, -0.28, 1.34], [-1.11, -0.32, 2.47], [-2.79, -2.61, 1.32], [-2.61, -2.40, 2.95], [-1.22, -2.98, 2.20]],
  "nbo_charge": [-0.22, -0.45, -0.41, -0.42, -0.22, -0.64, -0.23, -0.62, 0.20, 0.17, 0.16, 0.20, 0.20, 0.17, 0.20, 0.20, 0.16, 0.19, 0.37, 0.18, 0.18, 0.21, 0.21, 0.22],
  "charge": 0,
  "homo_ev": -8.275,
  "orbital_gap_ev": 9.384,
  "smiles": "CCNCCN(C)C"
}

---

(4)
{
  "formula": "C6H16N2",
  "method": "wB97M-V/def2-TZVPD",
  "elements": ["C", "C", "C", "C", "C", "C", "N", "N", "H", "H", "H", "H", "H", "H", "H", "H", "H", "H", "H", "H", "H", "H", "H", "H"],
  "xyz": [[-0.46, 0.80, 0.63], [0.88, -0.21, -1.58], [0.64, -1.74, 0.57], [1.79, 1.62, 0.82], [-1.42, -1.44, -0.63], [-1.83, 1.40, 0.35], [0.57, 1.50, 0.07], [-0.20, -0.79, -0.17], [-0.37, 0.57, 1.70], [1.85, 2.57, 1.38], [-1.19, -2.29, -1.27], [-2.01, -1.82, 0.21], [0.82, -1.18, -2.08], [0.36, 0.54, -2.16], [1.92, 0.03, -1.39], [0.11, -2.13, 1.45], [1.56, -1.26, 0.87], [0.89, -2.60, -0.07], [2.66, 1.61, 0.13], [1.96, 0.80, 1.53], [-2.01, -0.72, -1.20], [-1.90, 2.36, 0.87], [-1.95, 1.60, -0.72], [-2.65, 0.77, 0.70]],
  "nbo_charge": [0.17, -0.32, -0.43, -0.41, -0.43, -0.64, -0.72, -0.33, 0.15, 0.17, 0.19, 0.21, 0.16, 0.23, 0.22, 0.21, 0.22, 0.19, 0.17, 0.14, 0.22, 0.24, 0.21, 0.19],
  "charge": 0,
  "homo_ev": -6.517,
  "orbital_gap_ev": 7.286
}